{"formula": "C15H31HgNO2P2", "method": "the ωB97M-V functional and the def2-TZVPD basis", "elements": ["P", "P", "C", "C", "H", "H", "H", "H", "C", "H", "H", "H", "C", "H", "H", "H", "C", "H", "H", "H", "C", "H", "H", "H", "Hg", "C", "C", "C", "C", "C", "C", "C", "C", "C", "H", "H", "H", "H", "H", "H", "H", "H", "H", "H", "H", "H", "H", "H", "H", "O", "N", "O"], "positions_angstrom": [[0.4525, -1.7945, -1.5891], [0.5145, 2.0348, -1.0063], [0.2783, -0.3162, -2.6275], [1.1601, 0.9007, -2.2674], [-0.7918, -0.0486, -2.6253], [0.5330, -0.6314, -3.6545], [2.1887, 0.6091, -1.9923], [1.2289, 1.5363, -3.1665], [-0.2709, 3.3514, -1.9983], [-0.6512, 4.1445, -1.3424], [-1.1197, 2.9456, -2.5646], [0.4671, 3.7665, -2.6958], [1.7625, 2.7852, 0.0208], [2.0909, 3.7018, -0.4969], [2.6258, 2.1077, 0.1230], [1.4002, 3.0402, 1.0300], [-0.7036, -2.9251, -2.4331], [-0.8394, -3.8387, -1.8440], [-0.3063, -3.1804, -3.4248], [-1.6834, -2.4409, -2.5502], [2.0745, -2.5273, -1.8033], [2.8426, -1.7450, -1.8420], [2.0805, -3.0960, -2.7449], [2.2853, -3.2113, -0.9687], [2.7077, 0.8152, 3.5635], [-1.1036, 1.3305, -0.3733], [-2.1307, 0.4404, -0.8611], [-3.0724, -0.0536, 0.1663], [-2.5873, -1.3324, 0.9667], [-1.6068, -2.1598, 0.2900], [-0.2137, -1.7932, 0.0695], [0.3365, -0.5397, 0.8682], [-0.5277, 0.7043, 0.9989], [2.0374, -0.8696, 4.6668], [-1.6091, 2.2683, -0.0736], [-2.5145, 0.5494, -1.8814], [-4.0188, -0.3448, -0.3044], [-3.2862, 0.7442, 0.8965], [-2.2396, -1.0309, 1.9706], [-3.4705, -1.9761, 1.1245], [-1.8601, -3.1976, 0.0416], [0.3950, -2.6539, 0.4355], [1.3347, -0.2557, 0.4862], [0.5342, -0.8944, 1.8938], [-1.3396, 0.5103, 1.7004], [0.0574, 1.4611, 1.5557], [2.6764, -0.8456, 5.5658], [2.1620, -1.8245, 4.1360], [0.9818, -0.7062, 4.9270], [-0.2812, 1.2331, 4.1562], [0.0259, 2.4408, 4.1087], [0.9937, 2.8118, 3.3691]], "forces_ev_per_angstrom": [[-1.9, -0.5, -1.7], [-3.3, -0.3, -1.9], [0.3, 0.6, -0.4], [0.8, 0.0, -0.4], [0.5, -0.3, 0.1], [-0.1, 0.1, 0.3], [-0.3, 0.0, -0.2], [0.2, -0.3, 0.2], [0.7, 0.3, -0.2], [0.2, -0.2, -0.1], [0.3, -0.1, 0.2], [-0.2, 0.2, 0.1], [0.5, 0.0, 0.3], [-0.2, -0.3, 0.1], [-0.4, 0.2, 0.1], [0.0, -0.1, -0.1], [0.3, 0.0, -0.5], [0.1, 0.2, -0.1], [-0.1, 0.0, 0.2], [0.4, -0.1, 0.3], [0.5, 0.0, -0.2], [-0.1, -0.3, 0.1], [0.1, 0.2, 0.3], [-0.1, 0.2, -0.2], [0.3, 0.6, -0.9], [2.5, 0.3, 4.0], [0.0, -1.3, -2.3], [-0.6, -1.1, 1.2], [-1.6, 1.1, 0.4], [0.7, -0.6, -1.8], [0.7, 0.5, 2.8], [0.0, -0.9, 0.2], [-0.5, 0.9, 0.3], [-0.3, -0.8, 0.9], [0.3, 0.2, 0.2], [0.0, 0.2, 0.3], [0.2, 0.2, -0.1], [-0.3, 0.0, 0.0], [-0.3, -0.2, -0.1], [0.2, 0.4, 0.1], [0.1, 0.4, 0.3], [0.3, 0.1, -0.1], [0.0, -0.1, -0.1], [-0.1, 0.2, -0.3], [0.2, 0.2, -0.3], [-0.1, -0.3, -0.3], [-0.3, -0.3, -0.3], [0.1, 0.3, 0.1], [0.4, 0.0, -0.1], [0.9, 1.1, -0.8], [-0.8, 0.1, 0.5], [-0.3, -1.0, -0.1]], "lowdin_charge": [0.91, 0.97, -0.31, -0.30, 0.06, 0.10, 0.09, 0.09, -0.19, 0.07, 0.07, 0.06, -0.16, 0.07, 0.05, 0.04, -0.19, 0.06, 0.05, 0.06, -0.18, 0.05, 0.06, 0.07, 0.69, -0.37, -0.18, -0.21, -0.24, -0.17, -0.47, -0.17, -0.22, -0.40, 0.13, 0.08, 0.11, 0.11, 0.10, 0.11, 0.08, 0.12, 0.08, 0.11, 0.08, 0.06, -0.05, -0.05, -0.05, -0.21, -0.31, -0.37], "total_energy_ev": -44384.2114, "lumo_energy_ev": [-0.33, -0.34], "orbital_gap_ev": [4.81, 5.89]}